# 1
The molecule C12H15NO. Source: the OMol25 dataset; level of theory: ωB97M-V/def2-TZVPD.

Last column: natural (NBO) charge in e.
Element x y z (Å)
O (-1.9100, 2.3251, 2.4448)  -0.51
N (-0.0900, -0.2594, -2.6896)  -0.85
C (-0.9636, 1.6144, 1.6554)  0.28
C (1.7661, -0.9286, -0.5448)  -0.44
C (1.0533, -2.0482, -1.4005)  -0.09
C (0.9800, 0.0169, 0.3335)  -0.04
C (0.7451, -1.4922, -2.8182)  -0.23
C (0.4812, -0.3311, 1.6080)  -0.19
C (0.6891, -3.2241, -0.9099)  0.08
C (-2.0874, 3.6631, 1.9903)  -0.28
C (-0.2643, 2.1436, 0.5394)  -0.30
C (-0.4132, 0.5041, 2.2867)  -0.26
C (0.2625, -4.1660, 0.0418)  -0.47
C (0.6087, 1.2789, -0.1013)  -0.17
H (1.6600, -1.3180, -3.4251)  0.21
H (1.1271, 1.6530, -0.9521)  0.21
H (0.8095, -1.1027, 2.2501)  0.21
H (-2.8746, 3.6616, 1.1309)  0.18
H (-0.8804, 0.0966, 3.2558)  0.23
H (-2.3137, 4.4027, 2.9136)  0.21
H (-0.5550, -0.1580, -3.6376)  0.36
H (-1.1381, 4.1826, 1.4847)  0.18
H (2.3684, -0.2176, -1.1221)  0.22
H (2.3938, -1.5332, 0.2283)  0.23
H (-0.4409, 3.1531, 0.0357)  0.23
H (-0.6919, -3.9402, 0.5088)  0.21
H (-0.9994, -0.3484, -2.1078)  0.37
H (0.5890, -5.2728, 0.2539)  0.23
H (0.0888, -2.3553, -3.2527)  0.18

## Properties
HOMO energy = -8.252 eV
ΔE to the lowest compared entry with this formula, charge and spin = 133.4 kcal/mol
structure (SMILES) = C=C=C(CN)Cc1ccc(OC)cc1
Kohn-Sham gap = 8.9350 eV
LUMO = 0.6835 eV


# 2
The molecule C2H3NO3. Source: the OMol25 dataset; level of theory: ωB97M-V/def2-TZVPD.

Last column: natural (NBO) charge in e.
Element x y z (Å)
O (0.3500, -1.6039, -0.0977)  -0.55
O (-2.1242, 0.7245, -0.5036)  -0.46
O (2.0082, 0.6209, -0.2455)  -0.58
N (0.6145, 0.6164, 0.2924)  -0.36
C (-0.1015, -0.4880, 0.0643)  0.53
C (-1.6127, -0.2135, 0.0314)  0.36
H (0.6624, 1.5096, -0.2907)  0.45
H (2.3853, -0.1675, 0.1828)  0.48
H (-2.1820, -0.9983, 0.5666)  0.13

## Properties
HOMO energy = -10.336 eV
ΔE to the lowest compared entry with this formula, charge and spin = 94.2 kcal/mol
structure (SMILES) = O=CC(=O)NO
Kohn-Sham gap = 10.0435 eV
LUMO = -0.2921 eV


# 3
A cluster of 2 separate species, C16H33B2BrNO11PS in total. Source: the OMol25 dataset; level of theory: ωB97M-V/def2-TZVPD.

Last column: natural (NBO) charge in e.
Element x y z (Å)
Br (-6.0583, 2.3011, -1.9839)  -0.25
S (-2.1091, 3.4890, -3.6624)  2.57
P (-4.1728, 2.6624, -0.8026)  1.07
O (-3.4350, -0.2328, -3.4891)  -0.90
O (0.0705, -2.8320, 1.7151)  -0.54
O (0.6551, 1.6919, -2.9502)  -0.85
O (3.7980, -3.1381, -1.1190)  -0.58
O (-2.6637, 4.7876, -3.7708)  -0.90
O (-1.3315, 3.3700, -2.2845)  -0.70
O (4.4368, -3.4208, 1.0195)  -0.50
O (5.7761, -4.0996, -0.6173)  -0.49
O (-3.7686, 4.1877, -1.1814)  -0.99
O (-1.3199, 2.9764, -4.7292)  -0.91
O (-3.2224, 2.3999, -3.3366)  -0.73
N (-0.6080, -0.3996, -2.4562)  -1.16
C (-3.8722, -0.7979, -1.0626)  -0.84
C (6.5489, -4.1976, 0.5846)  -0.10
C (1.4013, -0.2068, 3.3768)  -0.39
C (-4.2146, -0.3464, 0.3590)  -0.60
C (5.4749, -4.1701, 1.6585)  -0.10
C (1.3769, 1.3239, 3.3923)  -0.40
C (-3.0364, 1.7733, -2.0297)  -0.36
C (1.4837, -0.8211, 1.9819)  -0.43
C (-1.1403, 1.9327, -0.2726)  -0.43
C (1.3753, -2.3476, 1.9765)  -0.07
C (0.8892, 2.4284, 1.1443)  -0.39
C (-1.5295, 2.0147, -1.7643)  -0.12
C (-0.3840, -2.5519, 0.4088)  -0.25
C (-0.1546, 3.0162, 0.1980)  -0.39
C (0.3086, 1.9316, 2.4668)  -0.40
C (4.5934, -3.5178, -0.3220)  0.97
B (-0.4479, 1.0627, -2.4794)  1.10
B (-3.4617, 0.2198, -2.1969)  1.11
H (-0.9237, -0.7050, -3.3720)  0.40
H (-4.4640, 4.8249, -0.9828)  0.51
H (5.0940, -5.1658, 1.8904)  0.19
H (-4.7395, -1.3284, -1.4739)  0.24
H (5.7768, -3.6720, 2.5752)  0.21
H (0.7108, -0.3977, 1.3384)  0.20
H (1.4445, 1.6378, 0.6306)  0.19
H (-0.2165, 2.7586, 2.9498)  0.21
H (-0.6657, 0.9558, -0.1172)  0.22
H (-4.4487, -1.2129, 0.9802)  0.21
H (-3.3930, 0.1836, 0.8427)  0.20
H (-5.1023, 0.2864, 0.3732)  0.21
H (1.3848, 1.0891, -3.1256)  0.49
H (1.6228, 3.2079, 1.3765)  0.21
H (-0.9711, -1.6277, 0.3687)  0.17
H (0.3441, 3.4826, -0.6500)  0.23
H (-2.0318, 1.9183, 0.3570)  0.22
H (-0.4331, 1.1491, 2.2681)  0.19
H (2.3608, 1.6872, 3.0738)  0.19
H (-1.0217, -3.3760, 0.0883)  0.19
H (2.2765, -0.5437, 3.9425)  0.20
H (0.4542, -2.4537, -0.2899)  0.17
H (-0.6957, 3.8093, 0.7194)  0.21
H (0.2584, -0.8982, -2.2749)  0.39
H (1.6410, -2.7300, 2.9647)  0.18
H (2.4392, -0.5355, 1.5285)  0.20
H (7.1353, -5.1115, 0.5687)  0.21
H (7.2150, -3.3354, 0.6412)  0.19
H (-3.1128, -1.1350, -3.5320)  0.49
H (2.0924, -2.7627, 1.2638)  0.18
H (-3.0733, -1.5500, -1.0176)  0.25
H (1.2526, 1.6739, 4.4186)  0.21
H (0.5316, -0.6126, 3.9042)  0.20

## Properties
HOMO energy = -8.871 eV
structure (SMILES) = CCB(O)[C@]1(P(O)Br)OS(=O)(=O)O[C@]1(CCCCCCCCOC)B(N)O.O=C1OCCO1
Kohn-Sham gap = 9.1145 eV
LUMO = 0.2438 eV


# 4
A structure of composition C39H39N7O3PSn. Source: the OMol25 dataset; level of theory: ωB97M-V/def2-TZVPD.

Last column: Mulliken charge in e.
Element x y z (Å)
Sn (-0.6660, 0.0334, -0.1569)  1.72
P (0.1530, 3.2503, 0.7286)  0.66
O (1.5550, 3.2163, -0.0567)  -0.02
O (0.7051, 3.7050, 2.1887)  -0.44
O (-0.5111, 4.6826, 0.3061)  -0.42
N (1.9150, 0.6104, -2.0166)  0.41
N (-1.8466, -1.8591, 1.1514)  0.27
N (-2.5892, 0.6485, 0.7379)  0.91
N (1.7727, -1.6131, -0.1897)  1.11
N (-2.1176, 0.9259, -1.8493)  0.71
N (0.8382, -0.5309, 2.2227)  0.84
N (-0.6649, -2.1074, -1.6985)  0.52
C (-1.0569, -4.7047, -2.5738)  -0.61
C (1.4027, -1.6754, 4.6820)  -0.66
C (-1.8704, -2.5296, -2.0810)  -0.26
C (-5.3026, 3.0183, -0.2782)  -0.99
C (-5.0175, 3.1960, -1.6013)  -0.95
C (-3.2418, 0.8592, 3.1196)  -0.23
C (-2.5222, 1.8411, -4.0105)  -1.11
C (-2.2703, -3.2098, 3.5454)  -0.82
C (0.7810, -0.4368, 4.6121)  -0.76
C (0.5235, 0.0912, 3.3609)  -0.48
C (-3.4257, 1.4998, 0.0721)  0.23
C (-1.5653, -3.1337, 1.2715)  -0.02
C (4.3056, 1.9673, -2.4267)  -0.71
C (0.3663, -2.9574, -1.7528)  0.28
C (3.1867, 2.2722, -3.1869)  -0.86
C (2.5035, 4.2931, 0.0323)  -0.84
C (2.8904, -0.6767, -0.1520)  -1.23
C (1.7417, -2.4412, -1.3910)  -1.01
C (-4.5276, 2.1864, 0.5551)  -0.90
C (-2.4078, -1.2081, 2.2091)  0.04
C (-1.4839, 4.6714, -0.7439)  -0.51
C (-0.2295, 4.0610, 3.2080)  -0.67
C (-1.7771, -3.8645, 2.4537)  -1.21
C (2.0249, 1.5642, -2.9429)  -0.15
C (-3.4013, 0.2259, 4.3712)  -1.37
C (-3.5707, 2.5714, -3.5220)  -0.89
C (1.7835, -2.4401, 1.0055)  -1.85
C (-2.6029, -1.8403, 3.4527)  1.50
C (-1.8164, 1.0137, -3.1257)  -0.46
C (-3.9273, 2.4883, -2.1583)  1.18
C (-3.1115, -1.0957, 4.5439)  -0.95
C (1.4410, -1.7138, 2.2907)  0.66
C (4.2040, 0.9840, -1.4614)  -1.03
C (-3.1482, 1.6489, -1.3351)  -0.54
C (1.7423, -2.3203, 3.5074)  -1.27
C (2.9870, 0.3323, -1.2778)  0.76
C (0.1974, -4.2711, -2.1745)  -0.88
C (-2.1169, -3.8139, -2.5337)  -1.06
C (-2.7891, 0.1663, 2.0168)  -0.64
H (2.7659, -2.9239, 1.1414)  0.61
H (1.6267, -2.1276, 5.6394)  0.43
H (-3.2557, -1.5836, 5.4991)  0.44
H (-2.4191, -3.7261, 4.4862)  0.45
H (-3.4614, 1.9136, 3.0402)  0.63
H (1.1323, 1.7725, -3.5228)  0.25
H (0.5029, 0.1085, 5.5029)  0.53
H (-1.6068, 5.6997, -1.0740)  0.37
H (-3.7710, 0.8107, 5.2038)  0.41
H (-4.8295, 2.0813, 1.5843)  0.64
H (2.4292, -3.2966, -1.3112)  0.29
H (-3.1143, -4.1034, -2.8324)  0.47
H (0.0372, 1.0552, 3.2533)  0.10
H (-2.4394, 4.2897, -0.3795)  0.17
H (-6.1478, 3.5328, 0.1612)  0.41
H (-2.2396, 1.8818, -5.0529)  0.46
H (3.0922, 4.1910, 0.9417)  0.27
H (-1.1389, -3.6233, 0.4020)  0.21
H (-0.9910, 0.3982, -3.4684)  0.68
H (3.2127, 3.0319, -3.9555)  0.47
H (0.2249, 4.8409, 3.8143)  0.26
H (-1.2038, -5.7236, -2.9070)  0.44
H (-5.6111, 3.8477, -2.2281)  0.45
H (-1.1523, 4.0673, -1.5932)  0.20
H (1.9952, 5.2564, 0.0309)  0.33
H (-2.6748, -1.8055, -2.0049)  0.41
H (2.0777, -1.8363, -2.2317)  0.50
H (5.0556, 0.7184, -0.8482)  0.47
H (3.8505, -1.2153, -0.0874)  0.49
H (2.7948, -0.1024, 0.7737)  0.46
H (-1.5326, -4.9172, 2.4849)  0.50
H (3.1474, 4.2140, -0.8403)  0.21
H (2.2415, -3.2812, 3.5233)  0.52
H (5.2422, 2.4857, -2.5861)  0.41
H (1.0469, -4.9410, -2.1922)  0.49
H (-4.1475, 3.2155, -4.1749)  0.46
H (-1.1582, 4.4459, 2.7850)  0.32
H (1.0629, -3.2515, 0.8663)  0.57
H (-0.4434, 3.1957, 3.8386)  0.22

## Properties
HOMO energy = -9.165 eV
ΔE to the lowest compared entry with this formula, charge and spin = 6.2 kcal/mol
charge = +1
Kohn-Sham gap = 6.7882 eV
LUMO = -2.3771 eV


# 5
A cluster of 2 separate species, C3H9NO2 in total. Source: the OMol25 dataset; level of theory: ωB97M-V/def2-TZVPD.

Last column: natural (NBO) charge in e.
Element x y z (Å)
O (0.1973, -2.8379, 0.1542)  -0.52
O (-1.9455, 2.0487, -1.1922)  -0.75
N (-0.6591, 1.2490, 0.6990)  -0.84
C (1.9164, -1.1885, 0.0169)  -0.73
C (0.7706, -1.9850, 0.7164)  0.45
C (-1.0961, 0.9877, -0.6091)  0.07
H (-2.8359, 1.7674, -1.0177)  0.46
H (0.0212, 2.0293, 0.7524)  0.37
H (1.4486, -0.3641, -0.5059)  0.24
H (-1.7069, 0.1029, -0.7091)  0.16
H (0.4027, -1.5004, 1.7334)  0.11
H (-0.2721, 0.9265, -1.3219)  0.17
H (2.5248, -1.7324, -0.8455)  0.23
H (-1.4709, 1.4640, 1.2759)  0.37
H (2.7048, -0.9671, 0.8532)  0.22

## Properties
HOMO energy = -9.622 eV
ΔE to the lowest compared entry with this formula, charge and spin = 53.9 kcal/mol
structure (SMILES) = CC=O.NCO
Kohn-Sham gap = 10.4485 eV
LUMO = 0.8270 eV


# 6
The molecule C4H7N2. Source: the OMol25 dataset; level of theory: ωB97M-V/def2-TZVPD.

Last column: Mulliken spin population.
Element x y z (Å)
N (-1.9918, -0.6498, -0.1438)  0.04
N (1.3477, 1.1333, -0.3097)  0.83
C (0.5267, -1.3514, 0.1540)  0.02
C (-0.0999, 0.9799, -0.4002)  -0.01
C (-0.6319, -0.5364, -0.3127)  0.03
C (0.7444, 1.2432, 0.8851)  -0.01
H (0.2635, -2.3815, 0.5396)  0.00
H (0.4377, 2.1614, 1.4042)  0.06
H (0.9948, 0.4928, 1.6186)  0.03
H (0.0862, -1.1229, -1.2234)  0.00
H (-0.6879, 1.7272, -0.9131)  0.02
H (1.5107, -1.2520, -0.3496)  0.00
H (-2.5003, -0.4437, -0.9489)  0.00

## Properties
HOMO energy (spin up / spin down) = -7.957 / -7.948 eV
ΔE to the lowest compared entry with this formula, charge and spin = 141.2 kcal/mol
multiplicity = 2
Kohn-Sham gap (spin up / spin down) = 7.5893 / 6.8978 eV
LUMO (spin up / spin down) = -0.3674 / -1.0501 eV
expectation value of S² = 0.76